(1)
20
Properties=species:S:1:pos:R:3:forces:R:3:lowdin_spin:R:1 method="wB97M-V/def2-TZVPD" gap_ev="10.41 / 6.64" spin_multiplicity=2 e_homo_ev="-19.6 / -19.6" total_charge=+2 s2=0.754
C -2.29591 0.59597 0.04246 0.6 0.4 -0.7 0.069
C -0.90574 0.34639 0.75528 0.7 0.2 0.0 0.072
C 0.08578 -0.45256 0.06758 -0.8 0.1 -1.2 0.292
C 0.11481 -1.85415 0.05071 -0.3 0.6 0.8 0.278
N 0.97284 -2.51510 -0.75939 -0.1 -0.9 -0.2 0.171
N 1.00197 0.20495 -0.87529 -0.4 -0.1 -0.7 0.034
H -2.70908 -0.27480 -0.44179 -0.4 -0.4 0.5 0.000
H -2.18134 1.33912 -0.75022 0.2 0.0 0.0 0.002
H -2.88295 1.08124 0.81037 -0.5 -0.4 0.1 0.004
H -0.47318 1.33773 0.83113 0.0 0.2 0.6 0.007
H -1.05424 -0.12035 1.73030 -0.3 0.1 0.1 0.013
H -0.56340 -2.36233 0.74091 0.5 -0.1 0.4 0.011
H 1.38460 -3.31935 -0.27602 -0.3 -0.2 -0.1 0.005
H 0.46316 -2.90666 -1.57267 0.7 0.4 -0.4 0.026
H 0.53517 1.01522 -1.30945 0.1 0.0 0.2 0.002
H 1.88301 0.59225 -0.48700 -0.2 0.1 0.5 0.007
H 1.22433 -0.45663 -1.63298 0.4 0.0 0.1 0.003
H 1.14999 3.00189 0.88012 0.2 0.1 0.0 0.000
H 2.49348 2.49306 1.38752 0.0 0.0 0.0 0.000
O 1.75669 2.25409 0.80844 -0.1 -0.1 0.0 0.001

***

(2)
20
Properties=species:S:1:pos:R:3:forces:R:3:lowdin_spin:R:1 method="wB97M-V/def2-TZVPD" gap_ev="8.94 / 5.63" spin_multiplicity=2 e_homo_ev="-19.0 / -19.0" total_charge=+2 s2=0.754
C -1.38261 -1.44375 0.60541 -0.6 -2.3 -0.1 0.063
C 0.05855 -1.06970 0.78297 4.1 -1.4 2.5 0.058
C 0.54561 -0.24748 -0.32061 -1.5 -0.2 -1.5 0.311
C 0.68559 -0.79182 -1.64192 0.9 2.2 -2.8 0.333
N 0.60683 0.21773 -2.73122 -1.3 -1.9 2.7 0.129
N 0.23735 1.22719 -0.34762 0.1 -2.3 1.8 0.029
H -1.58507 -2.07775 -0.25231 0.2 0.0 -0.4 0.001
H -2.02402 -0.61222 0.51976 -0.9 1.0 0.4 0.002
H -1.60175 -2.13538 1.44128 -0.3 0.8 -0.1 0.010
H 0.25238 -0.73588 1.86367 -0.4 0.6 -1.7 0.005
H 0.75918 -2.02047 0.81927 -1.5 1.4 -0.6 0.012
H 0.82781 -1.83846 -2.02277 -0.6 0.6 1.3 0.008
H 1.40598 0.36264 -3.31842 1.0 0.2 -0.2 0.019
H -0.17906 -0.04311 -3.33714 0.4 -0.3 -0.2 0.007
H -0.80267 1.25969 -0.44812 0.7 0.7 -0.2 0.008
H 0.49587 1.56556 0.59432 -0.2 0.7 0.6 0.002
H 0.76060 1.68997 -1.07650 -0.2 0.5 -0.8 0.003
H 1.07343 2.27479 3.22848 0.4 0.1 0.8 0.000
H -0.50453 2.12371 3.05122 1.8 0.5 -0.4 0.000
O 0.37054 2.29472 2.59024 -2.2 -0.8 -0.8 0.000

***

(3)
21
Properties=species:S:1:pos:R:3:forces:R:3:nbo_charge:R:1 method="wB97M-V/def2-TZVPD" gap_ev=10.84 e_homo_ev=-13.7 total_charge=+1
C -0.38418 -1.06380 0.54197 -1.1 -1.3 -1.9 -0.257
C 0.72057 -0.70652 -0.43517 1.2 -1.2 -0.1 -0.410
C 0.52980 0.57854 -1.26461 2.9 1.1 2.7 -0.528
C -0.81921 0.76173 -1.58852 -5.4 1.8 0.6 0.645
N -1.17762 0.69365 -2.85875 -3.5 -0.1 -1.9 -0.766
O -1.71776 1.02635 -0.71247 2.2 -0.7 -1.4 -0.710
N -0.69462 -0.04422 1.59454 -3.7 0.0 -3.8 -0.654
H -0.34205 -2.14164 0.91118 0.4 1.8 0.2 0.253
H -1.26579 -1.05885 -0.12048 0.0 -0.2 0.8 0.247
H 1.00155 -1.64326 -1.06908 -1.2 1.6 0.7 0.255
H 1.64119 -0.61457 0.07239 1.2 0.3 0.9 0.217
H 1.19159 0.52372 -2.05084 1.0 -0.6 -2.4 0.245
H 0.95385 1.59748 -0.88483 -1.0 -1.8 0.6 0.260
H -2.24458 0.77831 -3.08712 2.9 -0.1 0.8 0.431
H -0.60124 0.46035 -3.65386 0.3 0.0 0.4 0.414
H -0.21337 0.79451 1.60419 1.8 2.2 -1.2 0.442
H -1.69011 0.28442 1.48231 1.0 -0.7 0.3 0.469
H -0.43749 -0.34157 2.44096 0.6 -2.1 4.5 0.437
H 1.77978 0.29950 3.73117 0.1 0.4 1.3 0.497
H 2.28794 -0.24759 2.47934 0.7 -0.4 -0.7 0.490
O 1.48176 0.06347 2.86767 -0.3 0.0 -0.3 -0.978

***

(4)
21
Properties=species:S:1:pos:R:3:forces:R:3:nbo_charge:R:1 method="wB97M-V/def2-TZVPD" gap_ev=6.54 e_homo_ev=-2.9 total_charge=-1
C 1.38699 -0.35226 0.43490 -3.3 2.1 -3.3 -0.209
N 1.52588 1.11702 -0.06082 0.7 -1.0 -1.8 -0.685
C 2.29319 1.05056 -1.39501 -3.0 -1.3 0.5 -0.066
N 1.68672 0.07168 -2.30361 -1.4 0.1 -0.8 -0.878
C -0.06827 -0.43611 0.98007 1.6 -2.1 2.2 -0.441
C -1.21183 -0.86346 0.07812 -0.8 -0.4 -2.6 -0.506
S -2.01060 0.52078 -1.04736 1.0 -0.8 1.1 -0.774
H 1.57581 -1.20014 -0.32486 -0.5 1.5 0.9 0.152
H 2.17539 -0.37009 1.06864 1.9 -0.7 2.8 0.177
H 0.56468 1.57474 -0.20251 1.7 -1.4 -0.2 0.396
H 3.31799 0.74461 -1.33576 0.8 0.3 0.7 0.161
H 2.14874 1.94594 -1.95562 0.4 1.1 0.2 0.182
H 0.64262 0.23983 -2.26989 1.3 -0.4 -0.2 0.392
H 1.82733 -0.90344 -2.04080 0.0 0.6 0.0 0.338
H -0.32041 0.47019 1.49041 -0.1 0.9 0.0 0.210
H 0.11462 -1.11871 1.89019 -0.9 0.2 -1.1 0.177
H -0.89430 -1.64515 -0.71209 -0.2 0.9 1.5 0.185
H -2.10699 -1.27990 0.59318 1.0 0.1 0.1 0.190
H -5.05128 0.11768 2.45382 2.6 0.2 -0.1 0.470
H -3.52295 0.07239 1.98214 1.8 -0.7 -3.5 0.487
O -4.07334 0.24382 2.67687 -4.4 0.6 3.5 -0.959

***

(5)
21
Properties=species:S:1:pos:R:3:forces:R:3:nbo_charge:R:1 method="wB97M-V/def2-TZVPD" gap_ev=5.05 e_homo_ev=-2.4 total_charge=-1
C 1.08194 -1.03990 1.73088 0.1 0.1 -0.2 -0.405
N 0.42236 0.19254 1.31620 0.1 -0.2 0.2 -0.632
C -0.49290 -0.01757 0.18518 -0.3 -0.2 -0.4 -0.089
C -1.85313 -0.51910 0.68627 0.2 -0.2 0.2 -0.522
S -3.09007 -1.03121 -0.55332 0.0 0.0 -0.1 -0.711
C -0.59163 1.30725 -0.56283 -0.3 0.4 -0.1 -0.216
N -1.34170 1.32862 -1.82383 0.3 -0.3 0.1 -0.868
H 0.35238 -1.84683 1.74264 -0.1 0.0 0.2 0.201
H 1.86831 -1.35100 1.02966 0.1 -0.1 -0.1 0.146
H 1.53913 -0.96477 2.72188 -0.1 0.1 0.0 0.175
H 1.12823 0.85520 1.01639 0.0 0.0 0.1 0.345
H -0.09300 -0.78533 -0.49980 0.0 0.1 -0.1 0.158
H -2.23197 0.25427 1.35947 -0.1 0.1 0.0 0.176
H -1.65546 -1.40060 1.30508 0.0 0.1 0.1 0.175
H 0.40236 1.68030 -0.79059 0.5 0.0 0.0 0.163
H -1.01357 2.04172 0.13149 -0.2 0.0 0.0 0.172
H -2.21037 0.81163 -1.64876 -0.1 0.1 0.0 0.398
H -0.84787 0.68359 -2.44200 -0.1 0.2 0.0 0.328
H 3.28487 -0.51738 -1.16637 -0.2 0.0 0.4 0.460
H 2.75633 0.20969 -2.34222 -0.4 0.2 0.1 0.464
O 2.58576 0.10886 -1.39542 0.6 -0.2 -0.4 -0.921

***

(6)
20
Properties=species:S:1:pos:R:3:forces:R:3:nbo_charge:R:1 method="wB97M-V/def2-TZVPD" gap_ev=9.26 smiles=CNC[C@@H]([NH3+])CS e_homo_ev=-12.9 total_charge=+1
C -0.49257 -2.72857 1.00964 -0.3 0.3 0.4 -0.410
N 0.08382 -1.57730 0.32128 0.0 0.7 0.0 -0.619
C -0.58636 -0.31418 0.56043 -0.2 0.4 -0.9 -0.231
C -0.21331 0.67375 -0.57458 -0.9 0.2 0.8 -0.035
N -1.11715 1.94580 -0.34923 1.2 0.0 -1.2 -0.696
C 1.21859 1.16213 -0.52168 1.4 -0.9 0.3 -0.600
S 2.06743 1.70954 -2.04074 -0.4 0.1 -0.2 -0.002
H -0.31186 -2.68505 2.08876 -0.4 0.1 0.1 0.183
H -0.00508 -3.64150 0.68987 -0.1 -0.1 -0.4 0.224
H -1.57761 -2.74320 0.79299 0.6 -0.3 0.2 0.202
H 1.06027 -1.48058 0.56699 0.0 -0.2 0.0 0.361
H -0.39764 0.23028 1.48821 0.3 -0.3 0.6 0.167
H -1.67679 -0.44856 0.53174 0.2 -0.2 -0.1 0.209
H -0.43042 0.21507 -1.53943 -0.2 0.3 0.0 0.258
H -0.66678 2.62683 -0.97707 -0.4 0.3 0.4 0.444
H -1.02485 2.26025 0.61740 0.0 0.0 0.0 0.439
H -2.10293 1.93959 -0.60686 -0.1 -0.6 0.0 0.448
H 1.49827 1.93570 0.20551 -0.8 -0.3 0.3 0.245
H 1.78526 0.25467 -0.23687 -0.2 0.6 0.1 0.261
H 2.88971 0.66534 -2.02638 0.2 -0.1 -0.3 0.153

***

(7)
20
Properties=species:S:1:pos:R:3:forces:R:3:nbo_charge:R:1 method="wB97M-V/def2-TZVPD" gap_ev=9.57 smiles=NCC[NH2+]CCS e_homo_ev=-12.9 total_charge=+1
N 1.77919 -0.17388 1.85866 -0.5 -0.5 0.0 -0.863
C 2.01196 0.61099 0.67166 -0.3 0.6 -1.1 -0.241
C 0.75114 1.20317 -0.02732 -0.7 -1.2 2.8 -0.200
N -0.52824 0.44132 0.48809 2.2 -1.1 -1.0 -0.534
C -1.43102 0.04786 -0.65300 -1.5 2.3 -0.1 -0.237
C -1.11097 -1.32240 -1.20005 -1.1 -0.1 1.1 -0.563
S -2.11489 -1.72180 -2.65974 0.4 0.1 -0.4 0.036
H 2.66880 -0.42148 2.26940 -0.1 -0.2 0.1 0.403
H 1.19235 0.20498 2.58750 0.2 0.5 0.1 0.362
H 2.47150 -0.06497 -0.05487 0.4 0.3 0.2 0.212
H 2.59499 1.52003 0.84035 0.6 -0.3 -0.1 0.202
H 0.76592 1.16794 -1.10642 0.0 0.3 0.0 0.242
H 0.56505 2.15574 0.46342 0.2 0.5 -1.0 0.215
H -0.78244 0.98140 1.30703 -1.4 0.2 -0.4 0.439
H -0.23288 -0.45484 0.90345 0.4 0.1 0.0 0.445
H -2.45405 0.23940 -0.30910 0.0 -1.0 0.1 0.238
H -1.37257 0.82725 -1.41848 0.5 -0.1 0.0 0.230
H -1.38037 -2.00966 -0.38671 0.5 -0.3 -0.3 0.232
H -0.05493 -1.40015 -1.45934 -0.1 -0.2 -0.1 0.242
H -3.33852 -1.83089 -2.11453 0.2 0.1 0.3 0.141

***

(8)
20
Properties=species:S:1:pos:R:3:forces:R:3:nbo_charge:R:1 method="wB97M-V/def2-TZVPD" gap_ev=9.01 smiles=NC[C@H]([NH3+])CCS e_homo_ev=-12.4 total_charge=+1
N -2.80278 -0.20252 0.17480 -0.3 -0.1 -0.5 -0.876
C -1.55364 -0.95826 -0.04224 -0.9 0.3 0.9 -0.255
C -0.38728 -0.06920 0.36296 0.8 -0.3 -0.4 -0.040
N -0.57867 1.25954 -0.32839 -0.2 -0.1 -0.4 -0.693
C 0.97105 -0.68009 0.04158 0.3 0.8 -0.2 -0.442
C 2.09465 0.35210 -0.01652 0.8 -0.2 0.3 -0.529
S 3.71205 -0.51731 -0.00320 -0.3 0.0 -0.1 0.001
H -3.35271 -0.13865 -0.68275 0.2 -0.1 0.2 0.381
H -3.41215 -0.69755 0.81626 0.1 0.3 0.2 0.400
H -1.53278 -1.33825 -1.06077 0.5 0.0 -0.1 0.214
H -1.51790 -1.78775 0.66016 0.0 -0.3 -0.2 0.234
H -0.41448 0.13952 1.41949 -0.4 0.2 0.4 0.227
H -0.14426 2.06674 0.11740 0.0 -0.1 0.2 0.446
H -1.60486 1.38284 -0.35586 -0.1 0.2 0.2 0.465
H -0.22072 1.22800 -1.28442 -0.1 0.0 0.0 0.431
H 0.92582 -1.11979 -0.94859 0.0 -0.6 -0.1 0.219
H 1.23367 -1.42206 0.79748 -0.3 -0.1 -0.2 0.258
H 2.13910 1.02560 0.84006 -0.4 0.0 0.0 0.219
H 2.05153 0.93033 -0.93394 -0.1 0.2 -0.1 0.199
H 4.39436 0.54675 0.42651 0.2 0.0 0.0 0.139

***

(9)
20
Properties=species:S:1:pos:R:3:forces:R:3:nbo_charge:R:1 method="wB97M-V/def2-TZVPD" gap_ev=9.81 smiles="C/N=C/[C@H]([SiH3])[NH2+]C" e_homo_ev=-13.2 total_charge=+1
C 2.59377 -0.95622 -1.37224 3.7 -0.4 0.6 -0.454
N 1.55330 -0.13141 -0.98010 -1.9 3.2 0.8 -0.357
C 0.74470 -0.29787 -0.01668 1.7 -1.1 -1.5 0.048
C -0.25678 0.75237 0.35700 0.2 -2.2 1.2 -0.470
Si 0.08113 1.34534 2.17361 -1.4 0.7 -0.8 0.862
N -1.58662 0.08938 0.27962 -0.3 -3.7 -0.5 -0.477
C -2.09368 -0.33305 -1.07096 -1.0 4.7 0.4 -0.406
H 3.06800 -0.72266 -2.38307 -0.9 0.0 1.5 0.234
H 2.22348 -1.93328 -1.36956 -0.2 -2.1 -0.3 0.198
H 3.47316 -0.97647 -0.55720 -1.8 0.3 -1.8 0.230
H 0.77658 -1.25416 0.50378 -0.2 -0.2 0.7 0.159
H -0.23829 1.36866 -0.47667 0.1 2.1 -1.1 0.266
H 0.62010 0.24933 2.90958 0.5 -0.7 0.4 -0.135
H -1.36138 1.53109 2.64299 0.9 0.3 -0.1 -0.150
H 0.98609 2.47231 2.01710 0.0 0.3 0.3 -0.098
H -1.70254 -0.80887 0.80696 1.3 0.7 0.0 0.429
H -2.34133 0.53255 0.65727 -2.2 2.8 1.7 0.423
H -2.45602 0.59956 -1.60909 -0.2 -1.1 0.9 0.234
H -1.25099 -0.48416 -1.58354 3.0 -2.0 -2.3 0.232
H -2.83268 -1.04244 -0.92879 -1.2 -1.6 -0.3 0.233

***

(10)
20
Properties=species:S:1:pos:R:3:forces:R:3:lowdin_spin:R:1 method="wB97M-V/def2-TZVPD" gap_ev="6.50 / 6.00" spin_multiplicity=2 e_homo_ev="-2.3 / -2.0" total_charge=-1 s2=0.763
N 3.79832 0.92671 -0.76419 -0.1 0.0 -0.3 0.000
C -3.54711 0.34295 -0.43384 0.1 0.2 0.1 0.020
C -2.13483 0.56628 0.16296 -0.2 0.0 -0.4 0.036
N -1.10935 0.17973 -0.77096 -0.1 -0.1 0.5 0.395
C -0.23267 -0.76564 -0.28516 0.2 0.4 -0.9 0.104
C 0.86980 -0.19734 0.86632 0.3 0.4 1.1 0.110
N 1.87699 -1.11295 1.10846 0.4 0.3 0.1 0.263
H -4.05059 -0.51018 0.01685 0.0 -0.2 -0.1 0.001
H 3.61899 0.57704 0.15791 0.0 -0.1 0.1 0.000
H -3.45965 0.18102 -1.51061 0.0 0.0 0.1 0.001
H -4.18172 1.22216 -0.28574 -0.1 -0.1 0.1 0.001
H -2.05019 0.06046 1.14189 -0.1 0.0 -0.1 0.000
H -2.03988 1.64306 0.34251 0.1 0.1 0.2 0.013
H 4.42568 1.67658 -0.96869 0.0 -0.1 0.2 0.000
H 0.43652 -1.05612 -1.09831 0.0 -0.4 0.2 0.004
H -0.63492 -1.63573 0.24966 -0.2 0.0 0.1 0.020
H 0.21605 0.06865 1.72519 0.0 -0.2 -0.1 0.005
H 1.25532 0.76528 0.49382 -0.2 -0.3 -0.5 0.010
H 3.38219 0.41498 -1.51652 0.0 0.1 0.0 0.000
H 1.68364 -1.65620 1.94916 -0.3 -0.1 -0.2 0.014

***

(11)
20
Properties=species:S:1:pos:R:3:forces:R:3:nbo_charge:R:1 method="wB97M-V/def2-TZVPD" gap_ev=9.81 smiles=NCC[C@@H](N)CN e_homo_ev=-8.9 total_charge=0
N -0.77354 1.02433 2.29517 0.1 -0.2 0.2 -0.837
C -0.70600 1.73043 1.01405 -0.2 -0.2 0.1 -0.216
C 0.30501 1.16826 0.02652 -0.5 -0.9 -0.4 -0.422
C 0.07552 -0.32556 -0.33897 0.8 0.0 1.0 -0.054
N -1.28061 -0.73398 -0.62450 -0.5 -0.1 -0.2 -0.855
C 1.08296 -0.81690 -1.39252 0.1 1.2 0.6 -0.217
N 1.56612 -2.17405 -1.18465 -0.4 -0.3 -0.5 -0.832
H -1.53191 0.35846 2.32321 -0.1 0.0 -0.1 0.353
H 0.06400 0.48943 2.49596 0.1 0.2 0.0 0.349
H -1.71941 1.71549 0.59617 0.2 0.1 -0.1 0.180
H -0.45323 2.77225 1.20488 0.0 0.1 0.0 0.188
H 1.28963 1.17831 0.50003 0.1 0.4 -0.2 0.205
H 0.31382 1.75572 -0.89370 0.1 0.3 0.1 0.205
H 0.41018 -0.82950 0.57997 -0.3 -0.2 0.0 0.160
H -1.90572 0.02315 -0.86972 0.2 0.0 -0.1 0.359
H -1.72033 -1.24686 0.12352 0.1 0.0 0.1 0.363
H 1.92555 -0.11771 -1.32911 0.1 -0.1 -0.1 0.168
H 0.63329 -0.65899 -2.36816 0.0 -0.3 -0.3 0.193
H 1.27443 -2.52539 -0.28021 0.0 0.0 0.0 0.349
H 1.15023 -2.78688 -1.87794 0.1 -0.1 0.2 0.360

***

(12)
20
Properties=species:S:1:pos:R:3:forces:R:3:nbo_charge:R:1 method="wB97M-V/def2-TZVPD" gap_ev=9.99 smiles=NCCNCCN e_homo_ev=-9.0 total_charge=0
N 0.38175 2.47949 -1.57638 0.0 -0.4 0.6 -0.828
C 0.49947 2.38247 -0.08760 -0.2 0.1 -1.0 -0.222
C -0.42120 1.32598 0.48059 -0.8 0.2 0.0 -0.226
N 0.10095 -0.00306 0.28040 0.4 -0.5 0.1 -0.629
C -0.71161 -1.06659 0.81651 -1.3 -0.3 1.2 -0.235
C -0.18810 -2.44996 0.48856 1.7 -0.2 -1.4 -0.225
N 0.25255 -2.58649 -0.93224 -0.6 -0.2 0.4 -0.849
H 1.23243 2.14830 -2.01431 0.0 0.1 0.0 0.353
H -0.32563 1.80075 -1.84355 0.1 0.1 -0.2 0.349
H 0.23786 3.36080 0.30913 0.1 0.0 0.3 0.190
H 1.52262 2.12192 0.17174 0.2 0.2 0.2 0.178
H -0.71697 1.56043 1.51717 0.4 -0.1 0.1 0.168
H -1.37194 1.37751 -0.06994 0.0 0.0 0.0 0.182
H 1.01441 -0.09981 0.71045 0.2 0.2 -0.1 0.350
H -0.82218 -1.02347 1.92127 0.3 0.1 -0.1 0.165
H -1.75970 -0.95216 0.52681 0.1 0.1 -0.7 0.190
H 0.70922 -2.62551 1.08789 0.0 0.0 0.2 0.170
H -0.84424 -3.29039 0.68975 -0.6 0.3 0.4 0.198
H -0.04220 -1.77564 -1.45693 0.2 0.1 -0.1 0.363
H 1.25253 -2.68457 -1.01932 0.0 0.2 0.0 0.356

***

What relative energy (zero: lowest compared OMol25 entry of this formula, charge and spin) values result from the calculations? In sequence: 2.606 3.824 2.241 1.888 0.617 1.530 1.618 0.635 4.099 1.305 0.681 0.968 eV.